(1)
Density functional theory data (the ωB97M-V functional and the def2-TZVPD basis) for C17H12MnNO5S as an isolated structure.

Last column: Mulliken spin population.
CARTESIAN COORDINATES (ANGSTROEM)
O: -0.0101 1.8729 -2.3426  0.0566
C: -0.0063 1.1655 -1.4377  -0.0225
Mn: 0.0000 0.0000 0.0000  2.0580
O: -0.0101 2.2761 1.9560  0.0294
C: -0.0062 1.4024 1.2071  -0.0252
C: 0.0074 -1.6305 -1.3675  0.3455
O: -0.0789 -2.7923 -1.0648  0.4835
C: 1.8378 -0.1819 -0.1509  -0.0635
O: 2.9797 -0.2665 -0.2523  -0.0035
C: -1.8361 -0.1994 -0.1498  -0.0588
O: -2.9774 -0.2946 -0.2492  -0.0071
H: 0.1001 -1.3518 -2.4441  0.1006
N: -0.0052 -1.2888 1.5890  0.1010
S: 1.1185 -1.1890 2.7338  0.0145
C: 0.2445 -0.0604 3.8636  0.0937
C: 1.0216 0.6490 4.7913  -0.0058
C: 0.4261 1.5570 5.6728  0.0232
C: -0.9529 1.7684 5.6353  0.0903
C: -1.7400 1.0708 4.7172  -0.0136
C: -1.1498 0.1619 3.8330  0.0687
C: 0.7422 -2.7137 3.6462  0.1889
C: -0.5531 -3.0751 4.0739  0.2283
C: -0.7506 -4.2466 4.8110  -0.0462
C: 0.3328 -5.0673 5.1295  0.1712
C: 1.6185 -4.7202 4.7058  0.2044
C: 1.8191 -3.5501 3.9701  -0.0345
H: -0.6597 -2.0832 1.5564  -0.0058
H: 2.0936 0.5013 4.8267  0.0000
H: 1.0378 2.1014 6.3812  0.0012
H: -1.4104 2.4743 6.3149  0.0009
H: -2.8087 1.2395 4.6848  0.0004
H: -1.7852 -0.3494 3.1237  0.0029
H: -1.4110 -2.4643 3.8513  0.0190
H: -1.7461 -4.5140 5.1436  -0.0007
H: 0.1781 -5.9704 5.7038  0.0030
H: 2.4582 -5.3549 4.9525  -0.0002
H: 2.8222 -3.2863 3.6571  0.0020

Summary:
Kohn-Sham gap (alpha / beta)	5.560 / 3.516	eV
multiplicity	5
expectation value of S²	6.082
net charge	+2
HOMO level (alpha / beta)	-12.7 / -15.2	eV

(2)
Density functional theory data (the ωB97M-V functional and the def2-TZVPD basis) for C28H32FN5O3S2Tc as an isolated structure.

Last column: Mulliken spin population.
CARTESIAN COORDINATES (ANGSTROEM)
Tc: -2.2348 -1.5171 -0.5376  2.1917
S: -3.1623 0.2748 -1.7539  0.1466
C: -2.6075 -0.0637 -3.3768  0.0905
C: -3.2005 0.5899 -4.4612  -0.0181
C: -2.7306 0.3841 -5.7412  0.0760
C: -1.6568 -0.4815 -5.9796  -0.0080
C: -1.0636 -1.1388 -4.9292  0.0440
C: -1.5333 -0.9421 -3.6174  0.0354
S: -0.7705 -1.7925 -2.3246  0.4021
H: -4.0285 1.2631 -4.2812  -0.0012
H: -3.1972 0.9005 -6.5696  0.0044
H: -1.2981 -0.6353 -6.9878  0.0008
H: -0.2390 -1.8202 -5.0940  -0.0016
C: 3.7029 -0.9353 4.5129  0.0007
C: 3.8311 -1.2059 3.0234  -0.0006
N: 2.5859 -0.9041 2.2932  0.0053
C: 1.7841 -1.9106 1.9414  -0.0002
C: 0.5692 -1.7731 1.3154  0.0057
C: -0.1618 -3.0606 1.0262  0.0168
O: 0.3677 -4.1138 1.2823  0.0193
O: -1.3714 -2.9507 0.5338  0.0825
C: 0.1064 -0.4767 1.0106  0.0110
O: -0.9871 -0.1955 0.4392  -0.0237
C: 0.9849 0.6310 1.3668  -0.0078
C: 0.6122 1.9402 1.0385  0.0108
C: 1.4434 2.9754 1.3483  0.0072
F: 1.0527 4.2338 1.0753  -0.0001
C: 2.6913 2.7762 1.9653  -0.0012
C: 3.0541 1.4858 2.2918  0.0005
C: 2.2120 0.4029 2.0033  -0.0026
N: 3.5845 3.8390 2.2652  0.0001
C: 3.6649 4.9732 1.3601  0.0000
C: 5.0128 5.6482 1.5286  0.0000
N: 5.1595 6.0849 2.9641  0.0000
C: 4.9940 4.9330 3.9206  0.0000
C: 3.6633 4.2522 3.6559  -0.0002
H: 4.6454 -1.1582 5.0112  -0.0002
H: 2.9304 -1.5658 4.9523  0.0000
H: 3.4452 0.1049 4.7143  0.0000
H: 4.0493 -2.2553 2.8398  -0.0001
H: 4.6420 -0.6380 2.5691  0.0000
H: 2.1198 -2.9140 2.1742  -0.0006
H: -0.3380 2.1224 0.5550  -0.0035
H: 4.0213 1.3315 2.7471  0.0003
H: 2.8662 5.7090 1.5266  0.0000
H: 3.5816 4.6344 0.3292  0.0000
H: 5.1033 6.5348 0.9042  0.0000
H: 5.8337 4.9638 1.3234  0.0000
H: 4.4524 6.7959 3.1690  0.0000
H: 6.0677 6.5298 3.1055  0.0000
H: 5.0570 5.3295 4.9320  0.0000
H: 5.8263 4.2565 3.7354  0.0000
H: 2.8396 4.9330 3.9269  0.0001
H: 3.5892 3.3842 4.3084  0.0000
N: -4.5719 -1.1897 1.7510  0.0517
C: -3.7548 -1.3028 0.9494  -0.0829
H: -5.2702 -1.1014 2.4635  -0.0027
C: -5.0237 -5.7758 -2.5165  0.0028
C: -5.0915 -4.3163 -2.9849  -0.0087
C: -4.5824 -4.1757 -4.4281  0.0009
C: -6.5146 -3.7573 -2.8497  0.0018
C: -4.2024 -3.5130 -2.1341  0.0331
N: -3.4888 -2.8769 -1.5054  -0.0792
H: -5.6709 -6.3720 -3.1594  0.0005
H: -5.3695 -5.8800 -1.4886  -0.0004
H: -4.0102 -6.1687 -2.5882  -0.0001
H: -5.2326 -4.7572 -5.0814  0.0002
H: -3.5657 -4.5557 -4.5257  0.0011
H: -4.6036 -3.1356 -4.7545  -0.0006
H: -7.1757 -4.3416 -3.4892  0.0002
H: -6.5626 -2.7153 -3.1656  0.0011
H: -6.8750 -3.8343 -1.8242  -0.0006

Summary:
Kohn-Sham gap (alpha / beta)	6.798 / 5.867	eV
energy relative to the best compared isomer or geometry (same formula, charge and spin)	0.0	kcal/mol
multiplicity	4
expectation value of S²	3.775
net charge	+2
HOMO level (alpha / beta)	-11.7 / -12.1	eV

(3)
Density functional theory data (the ωB97M-V functional and the def2-TZVPD basis) for a 2-piece molecular cluster, CH3FN2O overall.

Last column: natural (NBO) charge in e.
CARTESIAN COORDINATES (ANGSTROEM)
C: 0.1725 -0.4853 0.3024  0.6970
N: -0.0509 0.6544 1.0048  -0.8283
N: -0.3762 -0.4963 -0.9692  -0.1702
O: 0.6291 -1.5001 0.7675  -0.5852
F: 0.2872 -1.2440 -1.8964  -0.2089
H: -0.2373 1.5304 0.5498  0.3973
H: 0.2347 0.6459 1.9714  0.4146
H: -0.6590 0.8949 -1.7302  0.2836

Summary:
Kohn-Sham gap (alpha / beta)	9.317 / 9.318	eV
energy relative to the best compared isomer or geometry (same formula, charge and spin)	87.5	kcal/mol
net charge	0
HOMO level (alpha / beta)	-10.3 / -10.3	eV

(4)
Density functional theory data (the ωB97M-V functional and the def2-TZVPD basis) for C11H9IrN3O4 as an isolated structure.

Last column: Mulliken spin population.
CARTESIAN COORDINATES (ANGSTROEM)
Ir: 1.4967 -0.1067 0.8353  3.0428
O: 3.0041 -2.1476 -2.3220  0.0462
C: 2.3634 -1.8143 -1.3800  0.0236
O: 2.6423 -0.7091 -0.6318  0.2677
C: 1.1618 -2.5714 -0.8562  -0.0015
C: 0.6982 -3.8150 -1.2440  0.0174
C: -0.3818 -4.3478 -0.5405  -0.0050
C: -0.9514 -3.6640 0.5325  0.0183
C: -0.4251 -2.4259 0.8538  0.0002
N: 0.5650 -1.9353 0.1335  0.0936
C: -0.7903 -1.5242 2.0105  0.0125
O: -1.7253 -1.6977 2.7240  0.0443
O: 0.0726 -0.4809 2.1471  0.2559
H: 1.1785 -4.3446 -2.0548  0.0030
H: -0.7695 -5.3191 -0.8161  -0.0018
H: -1.7647 -4.0775 1.1121  0.0032
C: -1.7745 4.4388 0.4576  0.0023
N: -0.7236 3.4938 0.0842  0.0064
C: 0.1743 3.6421 -0.9451  -0.0045
C: 0.9784 2.5486 -0.9241  -0.0064
N: 0.5706 1.7387 0.1128  0.1965
C: -0.4569 2.3381 0.6987  -0.0173
H: -1.8027 5.2313 -0.2837  0.0004
H: -1.5605 4.8686 1.4331  -0.0001
H: -2.7371 3.9343 0.4758  -0.0001
H: 0.1596 4.5000 -1.5935  0.0007
H: 1.7990 2.2860 -1.5685  0.0045
H: -1.0012 1.9606 1.5492  -0.0028

Summary:
Kohn-Sham gap (alpha / beta)	8.303 / 7.293	eV
energy relative to the best compared isomer or geometry (same formula, charge and spin)	0.0	kcal/mol
multiplicity	5
expectation value of S²	6.011
net charge	+1
HOMO level (alpha / beta)	-12.2 / -13.3	eV

(5)
Density functional theory data (the ωB97M-V functional and the def2-TZVPD basis) for C36H10Cl5F15GeN3O2RhS as an isolated structure.

Last column: Mulliken spin population.
CARTESIAN COORDINATES (ANGSTROEM)
Rh: 0.7061 1.1452 -0.8174  2.6683
O: 1.8375 4.7239 1.1107  0.0526
C: 1.7223 3.5766 0.6996  -0.0066
N: 1.0229 3.1811 -0.3737  0.2506
C: 0.3746 4.2306 -1.1208  0.0124
C: -0.2755 3.6714 -2.3529  -0.0262
C: -0.9102 4.4839 -3.2860  0.0039
C: -1.5006 3.9038 -4.3907  -0.0059
C: -1.4552 2.5225 -4.5427  0.0048
C: -0.8147 1.7795 -3.5752  -0.0344
N: -0.2321 2.3516 -2.5158  0.1377
C: 2.4451 2.4442 1.3845  0.0164
C: 3.3569 2.6979 2.3930  0.0014
C: 4.0838 1.6384 2.9084  -0.0028
C: 3.8781 0.3673 2.3930  0.0071
C: 2.9282 0.1932 1.4019  0.0094
N: 2.2157 1.2135 0.9210  0.1102
H: 1.0950 5.0052 -1.4061  0.0081
H: -0.3824 4.7376 -0.5103  0.0089
H: -0.9344 5.5545 -3.1321  0.0018
H: -1.9991 4.5190 -5.1282  -0.0005
H: -1.9126 2.0301 -5.3886  0.0014
H: -0.7642 0.6983 -3.6204  0.0162
H: 3.4793 3.7177 2.7288  0.0015
H: 4.8107 1.8009 3.6933  -0.0003
H: 4.4386 -0.4847 2.7527  0.0008
H: 2.7347 -0.7783 0.9730  -0.0030
Cl: 3.9511 -1.2708 -7.0240  0.0044
C: 3.0762 -1.0088 -5.5676  0.0331
C: 3.5273 -0.0767 -4.6362  -0.0200
Cl: 4.9552 0.8296 -4.9410  -0.0010
C: 2.8197 0.1238 -3.4590  -0.0040
Cl: 3.3387 1.2962 -2.3024  0.0278
C: 1.6535 -0.5995 -3.1635  0.0351
O: 0.9846 -0.4453 -2.0504  0.2049
C: 1.1996 -1.5088 -4.1353  0.0398
Cl: -0.2850 -2.3247 -3.8253  0.0058
C: 1.9019 -1.7188 -5.3133  -0.0156
Cl: 1.3163 -2.8486 -6.4674  -0.0010
F: -3.5718 -3.2021 0.2612  -0.0006
C: -2.3086 -3.4249 -0.1281  -0.0122
C: -1.2961 -2.5704 0.2666  0.0056
C: -0.0303 -2.8602 -0.2081  0.0024
F: 0.9917 -2.0437 0.0982  -0.0133
C: 0.2452 -3.9485 -1.0085  0.0052
F: 1.4781 -4.1739 -1.4586  -0.0004
C: -0.7902 -4.7952 -1.3642  0.0002
F: -0.5545 -5.8421 -2.1445  0.0001
C: -2.0755 -4.5330 -0.9250  0.0018
F: -3.0741 -5.3399 -1.2784  0.0001
Ge: -1.6036 -0.9137 1.2672  0.0282
S: -1.5288 0.7327 -0.1630  0.4285
C: -3.3294 -1.0186 2.1951  0.0099
C: -4.3544 -0.0934 2.1019  -0.0112
F: -4.2509 0.9668 1.2983  0.0021
C: -5.5261 -0.2207 2.8308  0.0032
F: -6.4948 0.6862 2.7219  0.0002
C: -5.6887 -1.2999 3.6804  0.0002
F: -6.8076 -1.4310 4.3816  0.0000
C: -4.6817 -2.2437 3.8008  0.0023
F: -4.8354 -3.2822 4.6196  0.0001
C: -3.5292 -2.0825 3.0585  0.0124
F: -2.5658 -3.0097 3.1860  0.0000
C: -0.3146 -0.7260 2.7488  0.0028
C: -0.1291 0.5235 3.3213  -0.0051
F: -0.7992 1.5816 2.8517  -0.0042
C: 0.7245 0.7396 4.3879  -0.0015
F: 0.8860 1.9567 4.9026  0.0002
C: 1.4186 -0.3311 4.9211  -0.0002
F: 2.2644 -0.1393 5.9274  -0.0001
C: 1.2411 -1.5982 4.3971  0.0017
F: 1.9118 -2.6280 4.9125  0.0000
C: 0.3756 -1.7772 3.3322  -0.0014
F: 0.2155 -3.0303 2.8941  -0.0001

Summary:
Kohn-Sham gap (alpha / beta)	8.297 / 6.197	eV
energy relative to the best compared isomer or geometry (same formula, charge and spin)	0.0	kcal/mol
multiplicity	5
expectation value of S²	6.015
net charge	0
HOMO level (alpha / beta)	-8.6 / -8.6	eV

(6)
Density functional theory data (the ωB97M-V functional and the def2-TZVPD basis) for a single C5H10O molecule.

Last column: natural (NBO) charge in e.
CARTESIAN COORDINATES (ANGSTROEM)
C: 1.9038 -0.0967 0.3799  -0.6110
C: 0.8420 0.4707 -0.5708  -0.4140
C: -0.6103 0.0799 -0.2542  0.2084
C: -0.8638 -1.2537 0.4289  -0.6388
C: -1.6334 1.1250 -0.1877  -0.1088
O: -1.4746 0.3542 -1.3680  -0.4998
H: 1.9869 -1.1853 0.2862  0.2042
H: 1.6941 0.1378 1.4290  0.2039
H: 2.8864 0.3238 0.1359  0.2153
H: 1.0609 0.1322 -1.5926  0.2170
H: 0.9141 1.5649 -0.5923  0.2058
H: -0.1295 -2.0185 0.1676  0.2154
H: -0.8643 -1.1227 1.5156  0.2158
H: -1.8589 -1.5946 0.1276  0.2312
H: -1.3488 2.1756 -0.2673  0.1794
H: -2.5405 0.9265 0.3845  0.1761

Summary:
Kohn-Sham gap	11.065	eV
energy relative to the best compared isomer or geometry (same formula, charge and spin)	28.1	kcal/mol
SMILES string	CC[C@@]1(C)CO1
net charge	0
HOMO level	-10.1	eV

(7)
Density functional theory data (the ωB97M-V functional and the def2-TZVPD basis) for a single C6H9N3O molecule.

Last column: natural (NBO) charge in e.
CARTESIAN COORDINATES (ANGSTROEM)
C: 3.1904 0.7952 0.1046  -0.6663
C: 2.0210 -0.2193 -0.0325  0.6909
C: -0.4478 -0.1623 0.1070  0.4974
C: -2.1034 -1.4960 0.0681  -0.1085
C: -2.5856 -0.2753 -0.0637  -0.1010
C: -1.5083 2.1027 -0.1457  -0.3726
H: 4.1605 0.2695 -0.2212  0.2372
H: 3.2959 0.8236 1.3639  0.2143
H: 3.0103 1.5467 -0.4133  0.1835
H: 0.7650 1.3057 0.5199  0.3843
H: -2.5288 -2.3749 0.3434  0.2109
H: -3.6913 0.1846 -0.2860  0.2174
H: -1.1148 2.2842 -0.9489  0.1940
H: -1.2425 2.5281 0.7122  0.2022
H: -2.5725 2.2840 -0.4500  0.2181
N: 0.8564 0.4403 0.2127  -0.6352
N: -0.6719 -1.4427 0.2020  -0.4511
N: -1.4992 0.6088 -0.0371  -0.3663
O: 2.2153 -1.3209 -0.4361  -0.5492

Summary:
Kohn-Sham gap	9.092	eV
energy relative to the best compared isomer or geometry (same formula, charge and spin)	77.9	kcal/mol
SMILES string	CC(=O)Nc1nccn1C
net charge	0
HOMO level	-8.6	eV

(8)
Density functional theory data (the ωB97M-V functional and the def2-TZVPD basis) for a single C6H12O molecule.

Last column: natural (NBO) charge in e.
CARTESIAN COORDINATES (ANGSTROEM)
C: -1.6467 -0.0560 -0.7264  -0.5919
C: -0.6092 0.3239 0.3331  -0.2238
C: -0.8144 1.7938 0.7108  -0.5969
C: 0.8312 0.1258 -0.1254  -0.2463
C: 1.8639 -0.5723 0.7340  -0.4326
C: 1.3992 -1.2037 -0.5352  0.0784
O: 0.6433 -2.3688 -0.3772  -0.7025
H: -1.5667 -1.1004 -1.0417  0.1839
H: -2.6593 0.0718 -0.3278  0.2116
H: -1.5575 0.5755 -1.6181  0.2039
H: -0.7847 -0.2982 1.2207  0.2061
H: -1.8547 1.9938 0.9927  0.2071
H: -0.5814 2.4313 -0.1527  0.1984
H: -0.1631 2.0953 1.5374  0.2130
H: 1.2176 0.9670 -0.7029  0.2118
H: 2.8754 -0.1810 0.8042  0.2160
H: 1.5022 -1.0729 1.6298  0.2240
H: 2.0773 -1.2046 -1.3905  0.1722
H: -0.1214 -2.3021 -0.9598  0.4678

Summary:
Kohn-Sham gap	10.742	eV
energy relative to the best compared isomer or geometry (same formula, charge and spin)	28.0	kcal/mol
SMILES string	CC(C)[C@H]1C[C@H]1O
net charge	0
HOMO level	-9.7	eV

- Number 5 is which compound?
  C36H10Cl5F15GeN3O2RhS